A structure of composition C43H49N6OP2S2Ti in a non-equilibrium geometry, computed with the ωB97M-V functional and the def2-TZVPD basis.

Structure (XYZ):
```
104
C43H49N6OP2S2Ti | the OMol25 dataset | the ωB97M-V functional and the def2-TZVPD basis
Ti -0.357 0.296 0.555
C 3.651 1.209 1.018
P 2.243 -0.027 0.978
C 2.363 -0.793 -0.698
N 3.470 -0.511 -1.376
C 3.451 -0.868 -2.713
C 4.592 -0.593 -3.471
C 4.654 -0.919 -4.805
C 3.554 -1.532 -5.426
C 2.402 -1.773 -4.721
C 2.348 -1.484 -3.347
N 1.191 -1.760 -2.636
C 1.264 -1.530 -1.327
P -0.288 -1.975 -0.496
C -1.688 -1.335 -1.557
C -0.397 -3.919 -0.885
C -0.847 -4.127 -2.343
C 0.963 -4.569 -0.687
C -1.420 -4.581 0.051
C 2.896 -1.323 2.217
C 2.834 -0.781 3.633
C 2.166 -2.657 2.082
C 4.375 -1.534 1.880
H 4.450 0.873 0.347
H 4.031 1.325 2.028
H 3.342 2.194 0.649
H 5.424 -0.134 -2.950
H 5.548 -0.742 -5.362
H 3.597 -1.790 -6.474
H 1.520 -2.231 -5.154
H -2.463 -2.110 -1.601
H -1.328 -1.049 -2.556
H -2.151 -0.453 -1.106
H -0.260 -3.481 -3.022
H -1.917 -3.928 -2.477
H -0.639 -5.169 -2.634
H 1.777 -4.007 -1.167
H 0.974 -5.570 -1.139
H 1.209 -4.691 0.375
H -2.416 -4.123 -0.024
H -1.106 -4.513 1.102
H -1.527 -5.642 -0.208
H 1.810 -0.526 3.927
H 3.451 0.122 3.769
H 3.190 -1.558 4.329
H 1.074 -2.595 2.194
H 2.528 -3.350 2.876
H 2.380 -3.120 1.120
H 5.002 -0.692 2.188
H 4.511 -1.685 0.782
H 4.723 -2.454 2.374
S -0.814 -0.565 2.840
C -2.400 0.212 2.918
N -3.316 -0.185 3.843
N -2.989 -1.274 4.585
C -3.973 -1.901 5.278
C -5.265 -1.371 5.262
C -6.272 -2.034 5.946
C -6.002 -3.205 6.642
C -4.699 -3.732 6.663
C -3.681 -3.071 6.019
N -2.787 1.240 2.113
N -2.047 1.367 0.984
C -2.530 2.467 0.200
C -2.966 3.605 0.909
C -3.362 4.743 0.228
C -3.458 4.734 -1.163
C -3.101 3.573 -1.860
C -2.621 2.450 -1.202
H -2.011 -1.531 4.808
H -5.402 -0.448 4.718
H -7.278 -1.641 5.942
H -6.810 -3.707 7.167
H -4.497 -4.671 7.154
H -2.669 -3.478 6.048
H -2.990 3.511 1.993
H -3.597 5.638 0.783
H -3.791 5.593 -1.721
H -3.208 3.555 -2.925
H -2.419 1.535 -1.749
O -0.105 1.149 -1.160
S 1.275 2.066 -1.346
C 1.219 2.395 -3.102
C 0.008 2.360 -3.786
C 0.003 2.699 -5.132
C 1.199 3.043 -5.786
C 2.410 3.019 -5.101
C 2.417 2.690 -3.750
C 0.770 3.546 -0.518
C 0.634 3.509 0.877
C 0.152 4.609 1.571
C -0.205 5.771 0.877
C -0.040 5.835 -0.516
C 0.431 4.717 -1.207
H -0.893 2.087 -3.262
H -0.924 2.701 -5.685
H 1.181 3.319 -6.835
H 3.323 3.256 -5.623
H 3.333 2.701 -3.174
H 0.943 2.624 1.427
H 0.050 4.545 2.642
H -0.593 6.625 1.399
H -0.297 6.749 -1.060
H 0.509 4.760 -2.282
```

The value obtained for the frontier orbital gap (spin up / spin down) is 4.7 / 5.4 eV. Its total charge is +1. The lowest unoccupied orbital energy (spin up / spin down) comes out at -0.136 / -0.132 Eh. The spin multiplicity is 3. Its expectation value of S² is 2.1511.

***

A structure of composition C43H50AsBr3F6N5O19 in a non-equilibrium geometry, computed with the ωB97M-V functional and the def2-TZVPD basis.

Structure (XYZ):
```
127
C43H50AsBr3F6N5O19 | the OMol25 dataset | the ωB97M-V functional and the def2-TZVPD basis
As 0.568 0.660 -0.585
F 2.056 -0.186 -0.406
F 0.860 0.795 -2.256
F -0.952 1.469 -0.689
F 0.324 0.512 1.134
F 1.357 2.168 -0.280
F -0.312 -0.823 -0.736
C -2.575 4.527 -0.157
C -3.710 5.280 -0.440
C -3.623 6.664 -0.557
C -2.373 7.260 -0.474
C -1.237 6.502 -0.257
C -1.325 5.131 -0.071
N -2.253 8.720 -0.636
O -1.172 9.155 -0.948
O -3.246 9.405 -0.445
H -2.732 3.470 0.004
H -4.702 4.851 -0.390
H -4.566 7.197 -0.547
H -0.239 6.922 -0.268
H -0.470 4.504 0.134
C 0.934 4.984 3.130
C 0.145 3.855 2.892
C -1.120 3.786 3.464
C -1.578 4.787 4.272
C -0.831 5.938 4.468
C 0.445 5.971 3.958
N -2.878 4.659 4.916
O -3.076 5.328 5.888
O -3.684 3.875 4.435
H 1.932 4.991 2.706
H 0.450 3.013 2.279
H -1.668 2.858 3.335
H -1.228 6.742 5.069
H 1.048 6.844 4.187
C -3.460 0.790 2.166
C -4.294 0.408 3.187
C -4.690 -0.903 3.304
C -4.331 -1.786 2.312
C -3.540 -1.403 1.253
C -3.112 -0.092 1.159
N -4.724 -3.185 2.401
O -4.892 -3.652 3.517
O -4.860 -3.789 1.393
H -3.170 1.833 2.122
H -4.511 1.160 3.933
H -5.346 -1.252 4.092
H -3.165 -2.065 0.482
H -2.589 0.162 0.252
C -1.134 -3.777 1.006
C -1.906 -4.922 0.848
C -2.000 -5.838 1.881
C -1.279 -5.623 3.014
C -0.473 -4.525 3.188
C -0.453 -3.566 2.187
N -1.387 -6.565 4.109
O -1.962 -7.571 3.903
O -0.891 -6.280 5.156
H -1.143 -3.033 0.216
H -2.436 -5.144 -0.068
H -2.666 -6.678 1.760
H 0.108 -4.310 4.072
H 0.245 -2.739 2.190
C 6.117 0.996 -2.655
C 6.979 1.449 -3.648
C 6.496 2.277 -4.633
C 5.157 2.630 -4.622
C 4.271 2.083 -3.711
C 4.759 1.281 -2.699
N 4.629 3.446 -5.704
O 3.603 4.006 -5.504
O 5.257 3.511 -6.714
H 6.507 0.329 -1.894
H 8.026 1.201 -3.543
H 7.091 2.670 -5.454
H 3.211 2.293 -3.792
H 4.065 0.892 -1.967
C 1.917 -1.901 8.030
C 2.093 -2.973 7.005
O 1.614 -2.603 5.705
C 2.480 -1.967 4.933
O 3.462 -1.417 5.293
O 2.004 -1.972 3.726
C 2.760 -1.387 2.679
H 1.983 -2.328 9.034
H 0.883 -1.543 7.962
H 2.592 -1.059 7.944
H 1.517 -3.862 7.275
H 3.112 -3.367 6.935
H 2.068 -0.843 2.042
H 3.282 -2.157 2.122
H 3.422 -0.635 3.103
C -5.634 -1.073 -7.465
C -4.314 -1.620 -7.018
O -4.222 -1.307 -5.646
C -3.065 -1.549 -5.099
O -2.153 -2.072 -5.650
O -3.111 -1.136 -3.884
C -1.914 -1.274 -3.080
H -5.828 -1.281 -8.521
H -5.627 0.014 -7.366
H -6.475 -1.491 -6.917
H -3.476 -1.166 -7.539
H -4.290 -2.703 -7.150
H -1.747 -0.364 -2.536
H -1.067 -1.479 -3.737
H -2.069 -2.125 -2.418
C 3.460 -6.706 -5.112
C 2.492 -5.728 -5.712
O 2.757 -4.391 -5.297
C 2.338 -4.038 -4.106
O 1.733 -4.705 -3.348
O 2.721 -2.826 -3.916
C 2.233 -2.230 -2.729
H 3.470 -6.587 -4.029
H 4.463 -6.534 -5.496
H 3.129 -7.729 -5.298
H 1.485 -6.036 -5.395
H 2.445 -5.805 -6.795
H 1.295 -1.705 -2.911
H 2.934 -1.537 -2.275
H 2.041 -2.956 -1.931
C 3.908 2.781 1.966
Br 4.052 2.372 3.841
Br 4.354 1.190 0.966
Br 4.944 4.326 1.477
H 2.874 2.948 1.716
```

The value obtained for the frontier orbital gap is 9.0 eV. Its total charge is -1. The lowest unoccupied orbital energy comes out at 0.038 Eh. The spin multiplicity is 1.

***

Number 1: M 839.85 g mol⁻¹. Number 2: M 1369.51 g mol⁻¹.